The following is a DFT calculation (wB97M-V/def2-TZVPD) of a molecular structure, C18H36BrCrN2OP2.

Lowest unoccupied orbital energy (alpha / beta) in eV: -6.744 / -6.020
Relative energy (zero: lowest compared OMol25 entry of this formula, charge and spin) in kcal per mole: 18.8
Total charge: +2
2S+1: 4

Structure (XYZ):
```
61
Properties=species:S:1:pos:R:3:lowdin_spin:R:1
Cr 0.063 0.037 -0.349 3.31
C -2.202 1.652 1.995 0.00
P -1.674 1.642 0.242 0.00
C -1.911 3.374 -0.302 0.00
C -3.166 0.870 -0.530 0.00
C -3.376 -0.543 0.005 0.00
P -1.804 -1.501 -0.101 0.00
C -1.946 -2.185 -1.801 0.00
C -2.200 -2.962 0.917 0.00
H -3.251 1.941 2.058 0.00
H -1.608 2.356 2.571 0.00
H -2.068 0.658 2.423 0.00
H -2.934 3.689 -0.095 0.00
H -1.735 3.437 -1.375 0.00
H -1.223 4.046 0.206 0.00
H -3.004 0.852 -1.613 0.00
H -4.040 1.499 -0.337 0.00
H -4.154 -1.061 -0.566 0.00
H -3.691 -0.515 1.052 0.00
H -2.909 -2.685 -1.920 0.00
H -1.152 -2.909 -1.981 0.00
H -1.870 -1.385 -2.540 0.00
H -3.180 -3.339 0.622 0.00
H -2.224 -2.695 1.972 0.00
H -1.452 -3.739 0.766 0.00
C 1.091 2.719 2.071 0.00
C 1.252 1.227 2.346 -0.03
C 2.349 1.012 3.401 -0.02
C 1.603 0.464 1.093 -0.30
H 0.734 3.241 2.954 0.00
H 0.382 2.882 1.258 0.00
H 2.049 3.153 1.793 0.00
H 0.321 0.825 2.766 0.00
H 3.314 1.332 3.018 0.00
H 2.417 -0.036 3.676 0.00
H 2.128 1.583 4.298 0.00
H 2.049 -0.489 1.381 -0.01
H 2.353 1.022 0.526 -0.01
C 2.802 3.676 -3.652 0.00
N 2.041 3.080 -2.579 0.01
C 1.626 3.984 -1.532 0.00
C 1.771 1.794 -2.533 0.01
O 1.108 1.222 -1.645 0.03
H 3.798 3.954 -3.300 0.00
H 2.298 4.578 -3.997 0.00
H 2.899 2.988 -4.488 0.00
H 0.924 4.716 -1.928 0.00
H 2.493 4.517 -1.144 0.00
H 1.155 3.418 -0.732 0.00
H 2.180 1.217 -3.373 0.00
Br 2.471 -3.579 -4.136 0.00
C 2.012 -3.244 -2.328 0.00
C 2.191 -4.207 -1.340 0.01
C 1.824 -3.868 -0.046 0.00
C 1.285 -2.619 0.206 0.01
N 1.101 -1.692 -0.747 -0.01
C 1.473 -2.007 -1.986 0.01
H 2.592 -5.181 -1.570 0.00
H 1.959 -4.570 0.763 0.00
H 0.988 -2.340 1.209 0.00
H 1.330 -1.262 -2.758 0.00
```

***

The following is a DFT calculation (wB97M-V/def2-TZVPD) of a molecular structure, C18H36CdO18.

Lowest unoccupied orbital energy in eV: -4.113
Total charge: +2

Structure (XYZ):
```
73
Properties=species:S:1:pos:R:3:lowdin_charge:R:1
Cd 0.289 0.011 -0.193 1.42
C 1.196 4.118 1.450 0.01
O 1.698 3.159 2.389 0.02
C 1.299 1.917 2.269 -0.59
O 0.641 1.492 1.335 0.01
O 1.652 1.137 3.261 0.02
C 2.546 1.563 4.311 0.02
H 1.649 3.960 0.474 0.09
H 1.504 5.098 1.804 0.11
H 0.110 4.102 1.420 0.10
H 2.171 1.161 5.242 0.11
H 2.645 2.642 4.446 0.10
H 3.546 1.278 3.985 0.10
C -1.548 4.851 -1.943 0.02
O -0.918 3.709 -1.316 0.03
C -0.626 2.655 -2.005 -0.62
O -0.043 1.700 -1.514 0.00
O -1.077 2.693 -3.234 0.01
C -0.779 1.616 -4.134 0.02
H -0.996 5.126 -2.839 0.11
H -1.527 5.686 -1.254 0.10
H -2.560 4.577 -2.230 0.11
H 0.220 1.787 -4.530 0.11
H -1.522 1.602 -4.922 0.11
H -0.825 0.668 -3.600 0.08
C -3.966 1.140 -0.648 0.00
O -4.085 -0.095 0.068 0.02
C -2.970 -0.642 0.525 -0.60
O -1.867 -0.168 0.359 0.02
O -3.157 -1.742 1.197 0.02
C -4.476 -2.251 1.510 0.03
H -4.957 1.575 -0.613 0.11
H -3.621 1.007 -1.676 0.10
H -3.223 1.797 -0.192 0.09
H -5.200 -2.048 0.731 0.10
H -4.769 -1.828 2.467 0.11
H -4.350 -3.325 1.607 0.10
C -0.869 -1.105 3.622 0.00
O -0.542 -2.385 3.115 0.03
C 0.202 -2.495 2.054 -0.61
O 0.611 -1.571 1.379 0.03
O 0.474 -3.731 1.751 0.05
C -0.108 -4.814 2.465 -0.01
H 0.036 -0.516 3.773 0.09
H -1.379 -1.238 4.569 0.11
H -1.490 -0.513 2.949 0.09
H -1.186 -4.824 2.270 0.10
H -0.022 -4.704 3.542 0.10
H 0.305 -5.747 2.106 0.10
C 0.213 -2.399 -4.173 0.01
O -0.732 -2.912 -3.232 0.03
C -0.666 -2.523 -1.987 -0.63
O -0.036 -1.570 -1.571 0.01
O -1.341 -3.245 -1.184 0.06
C -2.206 -4.269 -1.667 0.00
H 1.141 -2.960 -4.076 0.11
H 0.436 -1.349 -3.985 0.08
H -0.173 -2.478 -5.182 0.11
H -2.406 -4.926 -0.826 0.10
H -1.852 -4.866 -2.506 0.11
H -3.161 -3.846 -1.992 0.11
C 3.695 2.275 -1.566 0.00
O 4.340 1.172 -0.924 0.02
C 3.616 0.190 -0.429 -0.60
O 2.425 0.049 -0.625 0.02
O 4.287 -0.648 0.289 0.06
C 5.633 -0.411 0.722 0.01
H 3.712 2.092 -2.641 0.11
H 4.324 3.146 -1.402 0.11
H 2.682 2.450 -1.214 0.07
H 5.910 0.641 0.724 0.10
H 6.351 -0.938 0.099 0.11
H 5.674 -0.761 1.749 0.10
```

***

The following is a DFT calculation (wB97M-V/def2-TZVPD) of 7 unconnected molecules or ions with the total composition C18H36Cl10O4S2.

Lowest unoccupied orbital energy in eV: 0.073
SMILES: O=S1(=O)CCCC1.O=S1(=O)CCCC1.ClCCCl.ClCCCl.ClCCCl.ClCCCl.ClCCCl
Total charge: 0

Structure (XYZ):
```
70
Properties=species:S:1:pos:R:3:nbo_charge:R:1
O 17.326 11.361 14.567 -0.93
S 16.820 12.099 13.481 2.16
O 17.785 12.837 12.577 -0.97
C 15.559 11.280 12.498 -0.68
C 14.858 12.480 11.781 -0.42
C 14.491 13.433 13.046 -0.40
C 15.700 13.364 13.988 -0.70
H 14.899 10.765 13.189 0.25
H 16.008 10.510 11.843 0.26
H 15.433 13.111 11.074 0.24
H 13.916 12.106 11.388 0.24
H 13.656 12.998 13.517 0.20
H 14.278 14.445 12.732 0.23
H 15.404 12.991 14.991 0.25
H 16.308 14.324 14.075 0.26
O 11.679 13.237 10.486 -0.98
S 10.918 12.117 10.833 2.18
O 11.685 10.930 11.146 -0.96
C 9.884 12.597 12.264 -0.66
C 8.528 12.148 11.855 -0.41
C 8.385 12.512 10.376 -0.41
C 9.567 11.802 9.702 -0.68
H 9.934 13.669 12.416 0.24
H 10.410 12.160 13.139 0.26
H 8.508 11.036 11.873 0.21
H 7.721 12.559 12.497 0.23
H 8.459 13.566 10.220 0.22
H 7.450 12.090 10.021 0.23
H 9.868 12.179 8.715 0.26
H 9.534 10.696 9.675 0.25
Cl 14.790 7.496 13.743 -0.05
C 13.578 6.988 12.582 -0.40
C 12.316 7.775 12.883 -0.39
Cl 11.444 7.355 14.360 -0.08
H 13.451 5.936 12.646 0.22
H 13.856 7.272 11.583 0.23
H 11.619 7.698 12.095 0.22
H 12.608 8.818 13.186 0.25
Cl 13.617 16.589 9.674 -0.07
C 12.454 15.817 8.520 -0.36
C 11.090 16.032 9.155 -0.38
Cl 9.762 15.527 8.079 -0.08
H 12.767 14.802 8.368 0.23
H 12.556 16.391 7.572 0.23
H 10.916 17.150 9.235 0.22
H 10.926 15.590 10.111 0.23
Cl 13.975 9.531 9.251 -0.07
C 13.285 10.857 8.299 -0.38
C 13.966 10.960 6.901 -0.40
Cl 13.505 9.528 5.949 -0.05
H 13.531 11.710 8.934 0.24
H 12.281 10.674 8.105 0.20
H 15.085 11.022 7.148 0.23
H 13.625 11.857 6.377 0.22
Cl 11.999 11.009 18.414 -0.09
C 12.137 9.455 17.481 -0.36
C 13.330 9.399 16.638 -0.44
Cl 13.434 10.482 15.290 -0.04
H 11.159 9.463 17.025 0.23
H 12.163 8.618 18.176 0.23
H 13.489 8.374 16.222 0.25
H 14.147 9.560 17.364 0.23
Cl 20.314 15.273 8.446 -0.07
C 19.422 13.949 9.312 -0.40
C 18.358 13.382 8.482 -0.40
Cl 16.852 14.258 7.991 -0.07
H 18.976 14.255 10.283 0.25
H 20.123 13.099 9.552 0.24
H 18.001 12.374 8.873 0.23
H 18.837 13.049 7.517 0.22
```

***

The following is a DFT calculation (wB97M-V/def2-TZVPD) of a molecular structure, C18H36CsFNO3P.

Lowest unoccupied orbital energy in eV: -2.042
Relative energy (zero: lowest compared OMol25 entry of this formula, charge and spin) in kcal per mole: 61.3
Total charge: 0

Structure (XYZ):
```
61
Properties=species:S:1:pos:R:3:lowdin_charge:R:1
C -1.994 -4.119 2.093 -0.34
C -1.533 -3.213 0.856 -0.39
P -2.965 -3.228 -0.356 0.98
C -4.510 -2.439 0.355 -0.37
C -4.261 -1.277 1.424 -0.16
N -2.582 -2.649 -1.937 -0.26
C -2.631 -1.183 -2.110 -0.22
C -1.509 -0.356 -1.378 -0.17
C -2.004 1.108 -0.979 -0.19
C -1.451 1.494 0.455 -0.20
C -1.217 3.043 0.663 -0.21
C 0.288 3.430 0.885 -0.21
C 1.153 3.218 -0.424 -0.20
C 2.334 2.185 -0.170 -0.18
C 3.473 2.957 0.643 -0.19
C 4.906 2.742 0.014 -0.18
C 6.018 2.466 1.105 -0.24
O 5.873 1.145 1.668 -0.22
C 6.335 0.162 0.718 -0.12
C -1.443 -3.291 -2.546 -0.30
F -0.185 -3.054 -1.901 -0.05
C -1.286 -2.976 -4.096 -0.66
O -0.867 -1.887 -4.520 -0.05
O -1.646 -3.920 -4.891 -0.10
H -2.802 -3.622 2.728 -0.28
H -2.495 -5.030 1.603 0.08
H -1.115 -4.535 2.679 0.08
H -1.400 -2.178 1.269 0.06
H -0.594 -3.679 0.485 0.09
H -5.079 -1.994 -0.495 0.08
H -5.140 -3.210 0.867 0.06
H -3.500 -1.539 2.199 0.02
H -5.249 -1.120 1.950 0.07
H -4.038 -0.296 0.925 0.06
H -2.661 -0.865 -3.187 0.13
H -3.618 -0.831 -1.682 0.09
H -1.009 -0.882 -0.531 0.08
H -0.702 -0.178 -2.145 0.12
H -3.121 1.200 -1.022 0.10
H -1.584 1.869 -1.694 0.10
H -0.484 0.956 0.625 0.10
H -2.222 1.157 1.200 0.09
H -1.782 3.329 1.596 0.10
H -1.621 3.669 -0.171 0.11
H 0.352 4.513 1.161 0.10
H 0.772 2.847 1.712 0.11
H 1.595 4.182 -0.781 0.10
H 0.481 2.841 -1.243 0.10
H 1.944 1.391 0.511 0.10
H 2.731 1.807 -1.139 0.11
H 3.243 4.050 0.565 0.10
H 3.482 2.698 1.729 0.11
H 5.195 3.692 -0.507 0.11
H 4.896 1.946 -0.779 0.10
H 5.918 3.221 1.925 0.12
H 7.042 2.574 0.645 0.12
H 7.214 -0.410 1.125 0.09
H 6.692 0.642 -0.234 0.09
H 5.492 -0.542 0.503 0.09
H -1.618 -4.401 -2.490 0.13
Cs -3.513 -3.628 4.526 1.23
```

***

The following is a DFT calculation (wB97M-V/def2-TZVPD) of a molecular structure, C18H36GeNO8W.

Lowest unoccupied orbital energy (alpha / beta) in eV: -6.940 / -9.630
Total charge: +2
2S+1: 4

Structure (XYZ):
```
65
Properties=species:S:1:pos:R:3:lowdin_spin:R:1
W 0.140 -0.192 -0.173 1.62
O -1.993 -0.971 -0.551 0.04
C -3.059 -0.634 -1.461 0.04
C -2.856 -1.204 -2.878 0.05
N -1.609 -0.755 -3.478 0.56
C -0.486 -1.668 -3.552 0.06
C -0.299 -2.349 -2.172 0.03
O -0.885 -3.356 -1.893 0.01
O 0.524 -1.697 -1.376 0.05
C -1.479 0.620 -3.847 0.06
C -1.164 1.477 -2.558 0.06
O -1.706 2.525 -2.394 0.07
O -0.284 0.895 -1.795 0.06
H -2.055 -1.905 -0.296 0.00
H -3.131 0.450 -1.469 0.00
H -3.996 -1.033 -1.074 0.00
H -3.682 -0.842 -3.496 0.01
H -2.862 -2.291 -2.867 0.00
H 0.399 -1.128 -3.872 0.00
H -0.740 -2.457 -4.269 0.03
H -2.411 0.988 -4.271 0.01
H -0.654 0.747 -4.548 0.01
C -0.748 2.657 2.907 0.00
C -0.873 2.517 1.400 0.01
C -0.576 3.825 0.695 0.00
C -2.231 1.958 1.026 0.01
O 0.167 1.554 0.933 0.03
Ge 1.466 0.741 2.163 0.04
O 2.050 0.053 0.411 0.05
C 3.281 0.482 -0.328 0.01
C 2.888 1.528 -1.352 0.00
C 4.230 1.047 0.711 0.00
C 3.838 -0.774 -0.968 0.00
O 0.167 -0.769 1.748 0.05
C -0.059 -2.036 2.509 0.00
C 0.916 -2.024 3.669 0.00
C 0.206 -3.203 1.580 0.00
C -1.498 -1.989 2.985 0.00
H -1.499 3.362 3.265 0.00
H 0.225 3.059 3.200 0.00
H -0.928 1.709 3.423 0.00
H -1.309 4.578 0.988 0.00
H -0.627 3.706 -0.386 0.00
H 0.413 4.193 0.972 0.00
H -3.011 2.625 1.394 0.00
H -2.392 0.974 1.474 0.00
H -2.339 1.910 -0.058 0.00
H 2.357 2.360 -0.888 0.00
H 2.260 1.100 -2.135 0.00
H 3.787 1.921 -1.827 0.00
H 3.859 1.983 1.138 0.00
H 5.188 1.271 0.241 0.00
H 4.419 0.327 1.510 0.00
H 3.106 -1.232 -1.633 0.00
H 4.131 -1.501 -0.211 0.00
H 4.720 -0.521 -1.558 0.00
H 1.952 -2.026 3.320 0.00
H 0.775 -2.924 4.269 0.00
H 0.750 -1.168 4.325 0.00
H 1.218 -3.167 1.174 0.00
H -0.500 -3.243 0.747 0.00
H 0.098 -4.136 2.133 0.00
H -1.666 -1.135 3.642 0.00
H -1.739 -2.897 3.537 0.00
H -2.189 -1.917 2.142 0.00
```

***

The following is a DFT calculation (wB97M-V/def2-TZVPD) of a molecular structure, C18H36LiO18.

Lowest unoccupied orbital energy in eV: -1.737
Relative energy (zero: lowest compared OMol25 entry of this formula, charge and spin) in kcal per mole: 67.9
Total charge: +1

Structure (XYZ):
```
73
Properties=species:S:1:pos:R:3:lowdin_charge:R:1
Li -0.152 -0.013 0.082 0.63
C 2.358 -0.924 3.536 -0.02
O 3.150 -1.707 2.551 -0.03
C 2.386 -2.134 1.473 -0.56
O 1.323 -1.830 1.170 0.14
O 3.219 -3.002 0.719 -0.04
C 2.541 -3.815 -0.240 -0.02
H 2.694 -1.298 4.589 0.13
H 1.231 -0.932 3.254 0.09
H 2.393 0.259 3.281 0.12
H 2.754 -3.317 -1.122 0.06
H 1.517 -4.023 0.091 0.12
H 3.136 -4.602 -0.503 0.07
C -1.596 -2.701 2.674 -0.08
O -2.564 -1.801 2.648 0.09
C -2.687 -0.850 1.818 -0.50
O -1.790 -0.506 1.057 0.02
O -3.990 -0.298 1.605 -0.03
C -4.419 0.297 0.372 -0.02
H -1.082 -2.982 1.711 0.12
H -1.842 -3.685 3.023 0.11
H -0.796 -2.410 3.274 0.07
H -5.502 0.295 0.271 0.10
H -3.911 -0.426 -0.381 0.10
H -3.989 1.278 0.065 0.08
C -1.989 4.020 -0.487 0.03
O -2.471 3.290 -1.627 0.02
C -2.185 2.028 -1.895 -0.53
O -1.519 1.312 -1.050 -0.02
O -2.613 1.546 -3.034 0.04
C -2.323 0.268 -3.589 -0.01
H -2.277 4.964 -0.335 0.06
H -1.296 3.512 0.086 0.05
H -2.891 3.658 0.210 0.15
H -1.263 -0.045 -3.795 0.11
H -2.696 0.179 -4.619 0.11
H -2.917 -0.472 -3.094 0.08
C -2.807 -3.058 -1.287 -0.02
O -1.673 -3.370 -2.135 -0.04
C -0.503 -2.518 -1.979 -0.37
O -0.498 -1.714 -0.976 -0.03
O 0.404 -2.624 -2.988 0.01
C 1.461 -1.608 -3.136 0.02
H -2.701 -3.247 -0.201 0.11
H -3.234 -3.965 -1.645 0.10
H -3.263 -2.206 -1.484 0.02
H 2.219 -1.630 -2.402 0.06
H 1.003 -0.598 -3.153 0.10
H 1.908 -1.839 -4.036 0.08
C 4.682 -0.260 -0.643 0.04
O 4.143 0.889 -1.358 -0.02
C 2.765 1.193 -1.423 -0.47
O 1.858 0.585 -0.779 0.01
O 2.533 2.292 -2.138 0.02
C 1.195 2.799 -2.379 0.04
H 4.756 0.207 0.400 0.14
H 5.492 -0.513 -1.025 0.01
H 3.924 -1.030 -0.589 0.07
H 0.839 2.005 -2.696 -0.01
H 0.904 3.607 -3.043 0.13
H 0.811 2.997 -1.384 0.09
C -1.575 1.968 3.383 -0.04
O -0.431 2.705 3.241 0.03
C 0.510 2.513 2.331 -0.59
O 0.283 1.827 1.358 0.07
O 1.586 3.225 2.453 0.04
C 2.604 3.136 1.566 -0.05
H -2.439 2.488 4.130 0.19
H -1.460 1.047 3.842 0.07
H -1.785 1.888 2.426 0.02
H 2.271 3.419 0.555 0.09
H 2.923 2.162 1.633 0.06
H 3.375 4.074 1.750 0.18
```

***

The following is a DFT calculation (wB97M-V/def2-TZVPD) of a molecular structure, C18H36N2NbO9.

Lowest unoccupied orbital energy in eV: 2.247
Total charge: -1

Structure (XYZ):
```
66
Properties=species:S:1:pos:R:3:nbo_charge:R:1
C -1.236 -3.505 1.235 -0.36
C -1.135 -2.589 0.439 -0.43
Nb -0.941 -0.889 -1.074 1.83
N -1.883 -2.163 -2.408 -1.14
C 0.367 -0.046 0.575 -0.84
C 0.810 1.425 0.439 -0.40
C -0.241 2.448 -0.001 -0.43
C 0.259 3.855 0.288 -0.05
O -0.662 4.810 -0.257 -0.73
C 0.976 -1.940 -1.753 -0.49
O 0.830 -2.985 -2.734 -0.58
C 0.889 -2.459 -4.026 0.25
O 0.577 -3.442 -4.963 -0.52
C -0.787 -3.558 -5.287 -0.09
C -1.448 -4.848 -4.719 -0.08
O -0.523 -5.667 -4.021 -0.71
N -2.748 0.133 -0.477 -0.87
C -3.395 1.083 -1.337 0.74
C -3.182 1.056 -2.827 -0.73
O -4.123 1.918 -0.849 -0.57
C -3.712 -0.652 0.183 0.73
C -3.545 -0.840 1.670 -0.71
O -4.669 -1.125 -0.400 -0.61
H -1.222 -4.205 2.038 0.21
H -0.425 0.396 -2.248 -0.37
H -2.900 -2.082 -2.331 0.38
H -1.664 -3.149 -2.285 0.39
H 1.277 -0.659 0.591 0.22
H -0.106 -0.222 1.546 0.21
H 1.684 1.490 -0.216 0.19
H 1.160 1.757 1.428 0.18
H -0.435 2.392 -1.073 0.22
H -1.171 2.292 0.548 0.21
H 0.360 4.001 1.368 0.15
H 1.239 3.986 -0.188 0.15
H -0.552 5.638 0.217 0.46
H 1.706 -1.207 -2.134 0.17
H 1.436 -2.395 -0.873 0.20
H 1.912 -2.119 -4.245 0.13
H 0.205 -1.600 -4.104 0.15
H -0.868 -3.583 -6.378 0.16
H -1.346 -2.695 -4.919 0.19
H -2.270 -4.557 -4.060 0.16
H -1.866 -5.431 -5.545 0.15
H -0.821 -5.767 -3.115 0.47
H -2.175 1.374 -3.092 0.26
H -3.891 1.758 -3.265 0.23
H -3.365 0.067 -3.244 0.23
H -2.588 -0.473 2.030 0.23
H -3.642 -1.903 1.885 0.24
H -4.375 -0.320 2.151 0.23
C 3.984 4.594 5.785 -0.64
C 2.804 4.088 4.984 -0.07
O 3.197 3.110 4.012 -0.49
C 3.416 1.884 4.489 0.98
O 3.296 1.540 5.639 -0.66
O 3.780 1.106 3.476 -0.49
C 4.079 -0.246 3.836 -0.26
H 4.758 4.978 5.120 0.21
H 3.665 5.398 6.451 0.21
H 4.415 3.797 6.389 0.23
H 2.362 4.893 4.400 0.19
H 2.031 3.669 5.628 0.20
H 3.254 -0.694 4.385 0.20
H 4.988 -0.283 4.436 0.18
H 4.228 -0.782 2.904 0.20
```

***

Here are the calculated max |F| numbers, same order: 0.0341, 0.0359, 0.1051, 0.0959, 0.0130, 0.2214, 0.0284 (hartree/bohr).